[1]
Density functional theory data (wB97M-V/def2-TZVPD) for C5H8N2 in the gas phase.

Output
Highest occupied orbital energy ... -0.292 Eh
LUMO energy ... 1.05 eV
Kohn-Sham gap ... 9.00 eV
SMILES string ... Cc1c[nH]c(N)c1

Cartesian coordinates (Å):
N  -2.456996  1.204126  0.387792
N  -1.208877  -0.787795  0.268256
C  -1.203746  0.578990  0.210838
C  0.045212  -1.267692  0.055064
C  0.096635  0.979129  -0.042323
C  2.359547  -0.490117  -0.429978
C  0.900704  -0.212957  -0.148432
H  3.050852  -0.060970  0.304312
H  -2.799947  1.725254  -0.404531
H  2.503819  -1.578526  -0.394173
H  0.399024  2.018408  -0.130397
H  0.260691  -2.326341  0.054767
H  -2.048340  -1.314449  0.438426
H  -2.587565  1.701517  1.255514
H  2.688986  -0.168576  -1.425136

Atoms 1-2, force components in eV/Å:
-0.1 0.0 0.0
-0.1 0.0 0.0

---

[2]
Density functional theory data (wB97M-V/def2-TZVPD) for C5H8N2 in the gas phase.

Output
Highest occupied orbital energy ... -0.275 Eh
LUMO energy ... 1.14 eV
Kohn-Sham gap ... 8.63 eV
SMILES string ... Cn1ccc(N)c1

Cartesian coordinates (Å):
N  0.919340  0.050135  0.542990
N  -2.415484  0.447817  -0.737976
C  0.437647  -1.226773  0.669429
C  -1.231163  0.063618  -0.120693
C  -0.128503  0.839346  0.069079
C  2.192373  0.397062  -0.090374
C  -0.887152  -1.255856  0.326572
H  -0.020163  1.912705  0.062546
H  -2.509993  1.434791  -0.922888
H  2.814407  -0.488214  -0.279276
H  2.783218  1.085605  0.528957
H  -3.262737  0.001285  -0.430897
H  1.776812  0.866301  -1.005655
H  -1.560831  -2.098161  0.405627
H  1.092234  -2.029656  0.982566

Atoms 1-2, force components in eV/Å:
-0.3 0.0 0.1
-0.2 0.0 -0.1

---

[3]
Density functional theory data (wB97M-V/def2-TZVPD) for C5H8N2 in the gas phase.

Output
Highest occupied orbital energy ... -0.367 Eh
LUMO energy ... 0.83 eV
Kohn-Sham gap ... 10.80 eV
SMILES string ... C[C@@]1(CC#N)CN1

Cartesian coordinates (Å):
N  3.114377  0.768812  0.931807
N  -0.786763  -1.452955  -0.306497
C  -1.097722  1.130134  -0.272715
C  2.261198  0.450714  0.215806
C  -0.454544  -0.997334  1.038703
C  1.196705  0.019164  -0.700052
C  -0.232186  -0.111725  -0.132724
H  1.445380  -0.972365  -1.090140
H  -1.233662  1.413293  -1.323239
H  1.203525  0.714584  -1.548368
H  -1.281040  -0.742905  1.700703
H  -2.091793  0.989859  0.168352
H  -0.647193  1.991440  0.237855
H  -1.790198  -1.459115  -0.473892
H  0.383781  -1.481613  1.539550

Atoms 1-2, force components in eV/Å:
-1.0 -0.3 -0.8
0.0 -0.1 -0.3

---

[4]
Density functional theory data (wB97M-V/def2-TZVPD) for C5H8N2 in the gas phase.

Output
Highest occupied orbital energy ... -0.293 Eh
LUMO energy ... 0.90 eV
Kohn-Sham gap ... 8.88 eV
SMILES string ... CCc1c[nH]cn1

Cartesian coordinates (Å):
N  -0.643228  1.155392  0.537382
N  -2.106049  -0.382866  1.352918
C  2.097938  0.592201  -1.168948
C  -1.852354  0.971828  1.086855
C  -1.252171  -1.024245  0.562013
C  0.919766  -0.410126  -0.738138
C  -0.147917  -0.108158  0.255197
H  0.452334  -0.803573  -1.652498
H  2.736590  0.044904  -1.838212
H  -2.701692  -0.771580  2.094049
H  -1.062625  -2.081632  0.457978
H  1.813292  1.484776  -1.651211
H  2.696557  0.787508  -0.271956
H  -2.439004  1.873582  1.271072
H  1.488563  -1.328007  -0.296504

Atoms 1-2, force components in eV/Å:
-1.3 -0.9 -0.1
-1.8 2.4 -0.6

---

[5]
Density functional theory data (wB97M-V/def2-TZVPD) for 2 unconnected molecules or ions with the total composition C5H8N2.

Output
Highest occupied orbital energy ... -0.287 Eh
LUMO energy ... -0.57 eV
Kohn-Sham gap ... 7.24 eV

Cartesian coordinates (Å):
N  2.055981  0.715921  -0.091832
N  -0.364898  0.332344  -0.089760
C  -0.615038  -1.776405  -0.605466
C  0.984818  -0.185991  -0.200413
C  -1.410931  -0.722987  -0.281629
C  -0.648840  1.566131  0.053067
C  0.823164  -1.465577  -0.574811
H  -0.995264  -2.775017  -0.794152
H  2.429852  0.778241  0.850209
H  -2.543387  0.249252  1.283706
H  -1.692110  1.855090  0.009500
H  2.807781  0.476851  -0.726417
H  -2.616038  0.812252  1.785679
H  1.633292  -2.146403  -0.813034
H  0.151617  2.286299  0.195353

Atoms 1-2, force components in eV/Å:
0.2 -0.1 0.1
-0.1 0.4 0.0

---

[6]
Density functional theory data (wB97M-V/def2-TZVPD) for C5H8N2 in the gas phase.

Output
Highest occupied orbital energy ... -0.317 Eh
LUMO energy ... 0.92 eV
Kohn-Sham gap ... 9.54 eV
SMILES string ... Cc1cn(C)cn1

Cartesian coordinates (Å):
N  0.756052  -0.805249  1.204370
N  -1.073853  -0.498634  -0.040209
C  1.117422  -0.248663  -0.014512
C  0.015378  -0.090176  -0.792220
C  -0.542516  -0.909267  1.154456
C  2.488564  0.274621  -0.280958
C  -2.272779  0.322201  -0.084131
H  -2.017254  1.319004  0.294797
H  2.718756  1.039146  0.470241
H  -2.622137  0.417963  -1.114251
H  -3.060327  -0.106649  0.537368
H  -1.179393  -1.273724  1.953511
H  2.518912  0.754203  -1.264140
H  -0.113057  0.295731  -1.794222
H  3.266225  -0.490508  -0.230098

Atoms 1-2, force components in eV/Å:
-0.2 0.0 -0.1
0.2 0.1 0.1

---

[7]
Density functional theory data (wB97M-V/def2-TZVPD) for C5H8N2 in the gas phase.

Output
Highest occupied orbital energy ... -0.249 Eh
LUMO energy ... 0.33 eV
Kohn-Sham gap ... 7.09 eV

Cartesian coordinates (Å):
N  0.991148  -1.027727  0.766395
N  1.728563  0.791719  -2.138901
C  -0.598612  0.234181  0.523217
C  0.903511  0.426599  0.352459
C  -0.355895  -1.204116  0.076696
C  -1.563899  1.109802  -0.205100
C  1.437080  0.553388  -1.041701
H  -0.928862  -2.046332  0.477520
H  0.717114  -0.966540  1.751365
H  -0.116206  -1.397341  -0.992276
H  -1.386745  1.179377  -1.295047
H  -2.583852  0.737304  -0.053134
H  1.808310  -1.612180  0.577259
H  1.486093  1.095995  0.994497
H  -1.537747  2.125871  0.206751

Atoms 1-2, force components in eV/Å:
0.3 -0.2 0.2
-0.3 -0.3 1.1

---

[8]
Density functional theory data (wB97M-V/def2-TZVPD) for C5H8N2 in the gas phase.

Output
Highest occupied orbital energy (spin up / spin down) ... -0.284 / -0.268 Eh
LUMO energy (spin up / spin down) ... 0.11 / 0.15 eV
Kohn-Sham gap (spin up / spin down) ... 7.82 / 7.44 eV

Cartesian coordinates (Å):
N  -1.173176  -0.222873  -0.178259
N  -0.608534  0.687389  0.569062
C  -2.370981  -0.857123  -0.139571
C  1.040964  -0.430899  -0.589177
C  -0.277442  -0.880174  -1.098289
C  1.702932  1.414409  1.103281
C  0.758938  0.545833  0.318820
H  2.718243  1.006671  1.090608
H  -3.260784  -0.299967  0.079086
H  -0.911121  -1.824569  -1.145035
H  2.014186  -0.669843  -0.994957
H  1.733441  2.428692  0.690510
H  1.382205  1.498457  2.147892
H  -0.466198  -0.533536  -2.123800
H  -2.282673  -1.862467  0.269829

Atoms 1-2, force components in eV/Å:
-0.1 -0.1 -0.2
0.1 0.2 -0.2

---

[9]
Density functional theory data (wB97M-V/def2-TZVPD) for 2 unconnected molecules or ions with the total composition C5H8N2.

Output
Highest occupied orbital energy ... -0.308 Eh
LUMO energy ... 0.93 eV
Kohn-Sham gap ... 9.32 eV
SMILES string ... CC1=CN1.C=C=N

Cartesian coordinates (Å):
N  0.651867  2.317731  0.104096
N  1.745229  -0.342388  -0.130866
C  -1.695022  1.791123  -0.708413
C  1.546343  -0.850875  1.267822
C  -0.472796  2.045373  -0.286758
C  -0.677626  -1.663399  -0.030003
C  0.615632  -1.149028  0.447921
H  -0.542035  -2.600970  -0.581378
H  2.028658  -0.726696  2.221706
H  -1.132467  -0.926344  -0.701133
H  -2.446219  1.412001  -0.025272
H  -1.349805  -1.846647  0.812876
H  2.387232  -0.964652  -0.633965
H  -1.961380  1.989216  -1.739972
H  1.302389  1.515554  -0.016661

Atoms 1-2, force components in eV/Å:
-0.7 -0.2 -0.3
0.3 0.0 -0.4

---

[10]
Density functional theory data (wB97M-V/def2-TZVPD) for C5H8N2 in the gas phase.

Output
Highest occupied orbital energy (spin up / spin down) ... -0.302 / -0.290 Eh
LUMO energy (spin up / spin down) ... 0.16 / 0.23 eV
Kohn-Sham gap (spin up / spin down) ... 8.39 / 8.12 eV

Cartesian coordinates (Å):
N  2.073360  -0.619786  -0.145953
N  0.613765  2.468791  0.669695
C  0.381454  1.281983  0.438292
C  -1.061466  1.347882  0.201687
C  -0.363993  -0.574083  -0.572914
C  -1.314103  -1.476194  -0.308576
C  0.795181  -0.176287  0.343082
H  0.629736  -0.610887  1.339168
H  -1.721484  1.070020  1.022225
H  2.380594  -0.054080  -0.929197
H  -1.443655  -1.890942  0.688675
H  -0.261969  -0.189125  -1.589366
H  -1.969855  -1.848076  -1.090423
H  2.783600  -0.572211  0.573964
H  -1.521159  1.842995  -0.640353

Atoms 1-2, force components in eV/Å:
0.2 0.2 0.0
-0.5 -0.5 0.0

---

Results for strongest force on any atom: 0.30 1.64 1.30 5.93 0.51 0.26 1.19 1.82 0.75 1.63 (in eV Å⁻¹, following the order of the records).